Entry 1:
Density functional theory data (wB97M-V/def2-TZVPD) for a molecular structure, C47H37F3HgN6O4PS.

The geometry in ORCA input format:
```
! RIJCOSX wB97M-V def2-TZVPD def2/J DEFGRID3
* xyz -2 2
H -4.7463 -1.4329 5.2678
C 4.4880 -3.3395 0.4312
C 6.2778 1.6547 -1.2869
H 1.5911 2.2236 3.5354
H -2.3474 1.4594 6.2950
H -3.0640 -3.4073 0.4946
H -5.3802 5.7484 -1.6178
C 1.6309 -2.0634 -3.5830
C -0.0154 -1.2374 -5.7449
F -0.5065 2.0095 -4.5513
C 2.0844 0.2232 4.6026
C -5.2105 3.5224 -2.7233
H 0.1698 -3.8377 -0.5852
N -1.3068 2.5670 0.1090
C -0.1129 1.9929 -3.3068
C 2.1738 -1.7464 -4.8342
C -4.4712 5.2553 -1.0305
C 6.0407 1.5530 0.0758
C 5.4548 1.1325 -2.2860
H 2.2480 1.4027 1.4134
H -5.7145 1.9760 -3.8124
F -0.3427 3.2615 -2.8925
C -2.3993 -2.5319 0.7327
H -2.4644 4.7467 1.6761
C -4.5730 -0.3497 5.4061
H 2.2229 0.4481 5.6048
C -1.5546 1.7446 4.1496
N -2.3593 -1.5147 -2.9072
C -4.2634 3.9764 -1.6901
H 2.8795 -1.8656 4.7473
C -3.6171 0.4647 4.7422
H -0.3112 0.3735 0.6915
H -3.8627 6.6082 0.5228
C 4.4537 0.3176 -1.6391
N -3.1621 1.8046 -1.7168
C -1.9444 -2.3489 1.9956
H 0.8754 -2.3473 -0.7034
H -3.2572 1.7439 1.3435
C 4.9357 0.7913 0.5581
C -2.4035 1.0386 5.1409
H -3.9798 0.4031 -3.0571
C -3.7871 5.5554 0.1540
H -0.5896 -0.8730 -6.5495
C 2.7290 -1.4355 2.8816
H 5.6740 1.1669 -3.2857
C -0.8156 -0.4780 0.9687
C 3.6638 -5.5491 0.5604
H 6.5746 2.2059 0.6762
C 2.6134 -0.5554 1.9133
N 0.2709 -2.0390 -3.3250
H 2.1122 -2.1636 -2.6334
Hg -0.9015 0.6304 -2.0289
C -2.3593 3.4631 -0.1994
H -1.7928 -2.9688 2.7122
H 5.2031 -2.6365 0.8061
C -2.0296 -1.8501 -4.1376
C 4.7457 -4.6854 0.6480
N 0.9510 -3.2452 -0.3814
C -3.1427 3.1261 -1.2911
H 2.1163 -0.8240 -6.8009
C 2.2446 0.7645 2.1427
H -0.7282 -0.5809 3.0056
P 3.0023 -1.0814 0.0394
H -5.5797 0.3469 5.3653
C -2.5974 4.6921 0.4986
C 3.2778 -2.8367 -0.0784
C -2.2201 -2.4524 -2.0071
S -0.6472 2.6717 1.6200
H 7.0438 2.2648 -1.5792
C 4.4283 0.0126 -0.3672
N -1.2321 -0.8906 -0.3048
F 1.3143 1.8027 -3.4803
O -2.8341 -1.6290 -5.1127
C 2.4364 -1.0966 4.0929
H 4.1403 -0.4392 -2.7290
O -2.1721 -3.7242 -1.9972
C 2.1041 -3.7076 -0.0474
C -3.9459 0.6729 3.2938
H -5.8460 4.0528 -3.0981
H 5.9034 -5.2466 0.6670
H -0.8372 2.5117 4.5387
H 3.8794 -6.5922 0.6112
C -1.9519 -1.9257 -0.4705
C -0.9591 -1.1914 2.1902
H 1.6252 -5.6790 0.6329
H 4.7233 0.8951 1.5084
C -4.1212 1.3834 -2.5984
H 3.2293 -1.6780 -4.5929
C -1.7679 1.8777 2.8287
O 1.8926 -0.5776 -0.8381
H 2.9871 -2.6501 2.3357
C 2.3506 -5.0730 0.2492
H -4.8833 0.3733 2.3562
C -5.0634 2.2304 -3.0392
H -4.2784 -0.2632 6.4709
C 1.9285 1.1791 3.4086
C -3.0498 1.3897 2.4047
C -0.4079 -1.7265 -4.5347
C 1.3722 -1.3280 -5.9165
O -0.1527 3.9838 2.2758
*
```

Properties
Relative energy (zero: lowest compared OMol25 entry of this formula, charge and spin): 1622.3 kJ/mol
HOMO-LUMO gap (alpha / beta): 2.568 / 5.128 eV

Atomic partial charges in e from the Mulliken method, atoms 1 to 6: 0.224, -0.407, -0.461, 0.492, 0.082, 0.348


Entry 2:
Density functional theory data (wB97M-V/def2-TZVPD) for a molecular structure, C47H38BrN2O5W.

The geometry in ORCA input format:
```
! RIJCOSX wB97M-V def2-TZVPD def2/J DEFGRID3
* xyz 1 1
O -0.6089 -1.3446 -1.1027
C -1.9905 0.5681 3.8957
H -4.1179 -1.1730 3.9124
H -2.5097 1.4212 4.3315
H 5.3576 -0.0189 -5.3858
C -4.1893 -0.3896 3.1593
H -3.7379 -1.6119 0.5011
C -0.3248 2.5138 0.9597
C -1.7472 -4.1027 -0.6271
C -1.3127 -0.6663 1.1324
C 1.2382 4.0382 2.7154
C 3.8041 -0.1343 3.5629
H -0.9979 0.8870 3.5795
O -2.1402 -1.1183 2.1788
C 2.6502 -3.7008 1.7117
C 1.9377 -0.1027 -3.6482
H -2.7283 0.2418 -0.2748
H -4.7077 0.4713 3.5778
C -3.6512 4.7402 -2.0115
H -0.3951 -0.2790 1.5662
C -4.4154 -3.4833 -0.2574
C 1.0037 2.8234 0.6553
C -1.5662 3.5892 -1.7076
C 0.3620 -3.0156 2.0323
C -3.4541 3.0172 -0.3390
H -4.8295 -5.4238 -1.0708
C -0.9622 -1.8692 0.1692
H -4.7555 -0.7662 2.3088
H 5.2552 -0.0002 -2.9533
C 1.4167 -2.7348 -0.1175
C 4.3280 -0.0273 -3.5066
C -0.0984 3.8019 2.9915
H 1.6719 -0.2291 3.3756
C -2.0811 0.5608 0.5508
H 3.5640 -4.1294 2.1018
C 3.2540 -0.0688 -5.6722
O -2.8733 0.9570 1.6549
C -2.1269 2.8123 -0.6947
C 5.0593 0.0390 1.5048
C -0.8778 3.0641 2.1125
C 4.3888 -0.0382 -4.9055
C -2.7933 0.0113 2.7263
C 2.6447 -0.0805 1.4729
H -4.2476 5.4793 -2.5301
H 3.7973 -0.2030 4.6412
C -1.2239 1.7563 -0.0388
H -0.5444 4.2093 3.8898
H -3.9054 2.4328 0.4486
H 1.5693 -3.9203 3.5502
C -0.4008 -0.1549 -5.0299
H -5.2450 4.1253 -0.7209
H -1.3580 -0.1730 -5.5310
C 1.7810 3.5664 1.5314
O -0.4230 1.1974 -1.0815
W 0.8059 -0.1436 -0.9017
H 4.8794 0.1120 -1.0929
H -0.5343 3.4291 -1.9912
H -1.9281 2.9139 2.3148
O 1.5384 -0.0794 0.7637
H 1.8425 4.6210 3.3981
H 2.8065 3.8008 1.2734
C -3.4363 -2.5641 0.0940
C 3.8969 0.0411 -0.6469
C 2.6210 -0.1501 2.8611
H 3.3164 -0.0651 -6.7525
Br 6.6402 0.0168 3.8497
C -4.0641 -4.7102 -0.7956
H -1.2764 -0.1808 -3.0499
H 1.3380 -2.5597 -1.1908
C -2.7246 -5.0156 -0.9866
C 5.0181 -0.0315 2.8693
H -1.8920 -0.2124 4.6500
H 3.4451 -3.4241 -0.2581
H -0.7052 -4.3501 -0.7833
C 3.8589 0.0052 0.7563
C -2.3224 4.5470 -2.3614
C -0.3735 -0.1582 -3.6394
H -0.5092 -2.9075 2.6662
C 1.5325 -3.5775 2.5240
C 0.2972 -2.5751 0.7181
H 6.0062 0.1220 0.9870
C -4.2097 3.9778 -1.0001
N 0.7675 -0.1448 -2.9374
C 1.9890 -0.1027 -5.0539
C 2.5879 -3.2887 0.3902
H 0.7550 -0.1329 -6.8326
N 2.8492 -0.0263 -1.4697
H -1.8720 5.1433 -3.1445
C 3.1050 -0.0494 -2.8644
C 0.7641 -0.1330 -5.7507
C -2.0919 -2.8724 -0.0707
H -5.4589 -3.2339 -0.1140
H 1.4349 2.5600 -0.3034
H -2.4399 -5.9658 -1.4194
*
```

Properties
Relative energy (zero: lowest compared OMol25 entry of this formula, charge and spin): 0.0 kJ/mol
HOMO-LUMO gap (alpha / beta): 5.531 / 5.540 eV

Atomic partial charges in e from the Mulliken method, atoms 1 to 6: -0.676, -1.446, 0.375, 0.394, 0.418, -1.699


Entry 3:
Density functional theory data (wB97M-V/def2-TZVPD) for a molecular structure, C47H38Cl3N2O4P2Sc.

The geometry in ORCA input format:
```
! RIJCOSX wB97M-V def2-TZVPD def2/J DEFGRID3
* xyz 0 1
C 4.8349 -0.0378 -1.4077
H -1.8296 2.4045 2.9916
H 5.7689 0.6379 5.2451
H -0.6631 3.0569 -3.7113
C -4.2556 2.2512 1.9476
P -1.0500 1.6065 -1.8403
C 6.0437 1.2095 0.2643
H -4.0998 2.9984 2.7227
P 1.9997 0.0238 -1.6564
H -1.9852 -1.0611 -2.4159
C -3.0792 1.8196 -3.8200
N -0.7958 1.1353 1.7982
H 2.8483 0.5913 -3.8278
H 1.2229 2.0879 -4.8003
C -5.6705 1.0873 0.4131
C 2.7167 -4.2267 -3.3608
H 4.8393 2.3777 1.6127
H -4.4997 4.9768 -0.3843
C 2.9438 -2.6139 -1.5881
H 0.3106 0.7075 -4.2504
C 4.8437 0.6140 4.6802
C 3.9789 1.6899 4.7516
H -3.8173 2.9402 -1.5674
C -1.1940 -3.0786 -0.4476
N 0.2952 1.3566 2.6465
C 2.4744 0.5765 3.2243
C -4.0387 1.2968 -4.6761
C 0.0131 2.4935 -3.0704
C -4.2653 -0.0749 -4.7122
H -2.9010 2.8903 -3.8195
C 4.8474 1.7046 0.7609
C 2.3112 -1.6419 -2.3643
C 3.3605 -0.5006 3.1712
C -1.2263 4.9389 0.4850
C 4.5356 -0.4984 3.8963
C -3.3197 0.5364 0.4981
C 2.7784 1.6774 4.0414
H -0.5052 5.4769 1.0907
H 3.6506 -4.6334 -1.4699
H 1.1294 2.5090 3.6948
C -3.1541 1.5083 1.5077
H -2.8561 6.2628 0.9520
Cl -4.1135 -6.4218 0.6406
H -4.6027 1.9604 -5.3224
C -0.8357 3.8037 -0.2097
H -4.7196 -0.4187 -0.8028
C -1.6598 -3.2971 0.8556
H -5.0217 -0.4812 -5.3730
H 3.2770 -2.3672 -0.5861
H -2.9705 -5.6316 -1.8601
H 5.2093 -1.3437 3.8511
C 1.8572 -1.9933 -3.6321
C 1.2693 0.5329 2.3735
Cl -1.1895 -3.8069 -3.0506
C 3.6455 1.3170 0.1774
O -0.3499 -2.0964 -0.7257
C 2.1654 1.1122 -3.1573
H -6.6531 0.9146 -0.0139
C -2.5652 -0.3949 -3.0409
H 0.6272 3.2181 -2.5333
C -2.5459 5.3751 0.4112
H 0.1909 3.4565 -0.1228
C -2.3460 0.9816 -2.9733
H 3.1079 -1.3366 2.5269
H 1.7102 -3.5294 -5.1237
C -3.4632 4.6602 -0.3437
H 2.6856 2.0030 -2.8050
O 1.2426 -0.3151 1.3850
H 4.8427 -0.7164 -2.2550
C -4.6009 0.3345 -0.0307
Cl -1.0898 -2.1825 2.0737
H 6.9830 1.4949 0.7239
H -6.3544 2.6449 1.7505
C -5.5094 2.0604 1.4072
Sc -0.3449 -0.3388 0.1734
C -1.7088 -3.9636 -1.4026
C 3.1486 -3.8942 -2.0829
O 1.9668 2.7446 4.1575
C -3.0053 -5.1427 0.2294
C 0.9011 1.5592 -3.9025
H -3.6668 -1.9944 -3.9489
C -1.7462 3.0872 -0.9939
H 2.8767 -5.2265 -3.7488
C 6.0367 0.3470 -0.8284
C -3.5161 -0.9209 -3.9076
H -2.8544 -4.4091 2.2454
C -3.0699 3.5178 -1.0367
C 2.0669 -3.2748 -4.1313
H 2.7159 1.7202 0.5598
C -1.8713 1.7305 2.1408
C 3.6210 0.4286 -0.8949
H 1.3321 -1.2725 -4.2478
C -2.5984 -4.9773 -1.0811
C -2.5365 -4.2972 1.2157
O -2.2987 -0.1433 0.0284
H 4.2002 2.5586 5.3619
H 6.9716 -0.0315 -1.2273
*
```

Properties
Relative energy (zero: lowest compared OMol25 entry of this formula, charge and spin): 0.0 kJ/mol
HOMO-LUMO gap: 7.667 eV

Atomic partial charges in e from the Mulliken method, atoms 1 to 6: -0.282, 0.290, 0.399, 0.722, -0.679, 1.657


Entry 4:
Density functional theory data (wB97M-V/def2-TZVPD) for a molecular structure, C47H38CsN7P2STe.

The geometry in ORCA input format:
```
! RIJCOSX wB97M-V def2-TZVPD def2/J DEFGRID3
* xyz 0 1
C -1.2096 3.4977 2.3269
C -3.1748 2.7666 1.4077
H -1.5207 -3.8414 1.0218
C -1.4668 -1.9295 -2.8646
P 2.3667 -1.4766 -0.7860
H 4.0866 -2.3421 1.3145
H -1.2716 -5.8464 -0.4078
C 0.6328 1.2769 -6.7734
C -3.8868 1.7701 0.5728
C -0.1915 -1.8337 -3.4145
C 1.3692 -4.0512 -1.5331
C -5.9670 7.0980 3.9059
H 7.1794 -4.5322 -0.6763
H 3.4178 0.5620 -3.5220
H 6.1486 -3.6998 1.4097
C -1.8834 4.5476 2.9624
C -1.8766 -3.9588 -4.0797
C -3.9880 5.7882 3.5238
H -5.4387 3.1138 -0.1350
H 6.1526 -3.9955 -2.8591
C 1.4639 -1.3944 5.5815
H 0.1036 -1.9959 0.8230
C 1.0135 -2.8569 7.3471
C 0.1827 -2.8524 0.1714
N -5.7974 1.1923 -0.7365
H -3.2931 -3.0488 -2.7509
H 0.6024 -5.9891 -2.0111
C 1.6762 0.6731 -7.4569
C 5.6944 -3.4753 0.4532
H 3.7017 2.1996 3.4399
H -4.9851 3.7583 1.9463
N 2.1682 3.5077 3.8979
H 0.4193 -3.3216 8.1222
C 2.3025 -3.2000 7.0887
C -4.0804 7.6710 5.0158
C 1.2176 -2.9076 -0.7557
C 4.5367 -2.7127 0.3992
C 6.2738 -3.9405 -0.7174
C -0.6184 -3.8543 -4.6580
H 1.1914 -2.7324 -4.7942
C 5.6958 -3.6404 -1.9436
N 0.8674 2.4570 1.6660
H 2.9533 -1.2110 -4.9522
H -0.3879 1.4630 -4.8946
C -3.9116 3.7498 2.0500
N -5.3615 7.9160 4.7600
H -2.5238 -4.7877 -4.3366
H -5.9638 -0.7973 -1.2240
C 0.2175 3.2791 2.5333
C 1.2381 0.0731 -4.7681
C -4.1298 -0.3754 -0.1477
N 2.3342 -0.9367 -2.4678
H 4.0864 -2.6484 -2.9565
H -3.6012 8.3420 5.7202
C 0.4770 -5.1014 -1.4037
H -0.4579 -1.4122 6.5475
S 2.9369 -2.2735 5.7862
H 4.2831 -0.1725 -2.1725
C 4.5341 -2.8854 -1.9993
C 0.5387 -1.8273 6.4875
C -3.2539 4.6914 2.8469
C 3.9419 -2.4230 -0.8262
C -0.7225 -3.8964 0.2917
H 1.8479 0.9028 -8.5006
C -3.3644 6.6356 4.4394
C -0.5762 -5.0219 -0.5015
C 2.0921 2.1162 1.9744
N -3.4025 0.5283 0.5015
H -1.3031 5.2534 3.5345
C 0.2186 -2.8033 -4.3266
H -5.9090 5.4358 2.5838
C 0.4216 0.9831 -5.4338
H 0.4967 4.6254 4.2096
C -5.3433 -0.0574 -0.7339
Cs -0.3111 0.4324 0.4399
C 0.9301 3.8497 3.5884
H 2.9205 -3.9350 7.5800
H -1.8270 -1.1336 -2.2208
H -7.0147 7.3036 3.7148
C 2.5085 -0.2208 -6.7960
H -0.2850 -4.5984 -5.3710
H 2.6336 1.4871 1.2719
C 2.2917 -0.5203 -5.4606
C 3.3101 0.1867 -2.5072
H 3.3318 -0.6841 -7.3253
H -0.0107 1.9831 -7.2823
C -5.3361 6.0407 3.2717
H 3.0155 1.0278 -1.8647
H -2.3315 6.4979 4.7242
C -2.3007 -2.9931 -3.1814
C -5.0712 2.0952 -0.0971
H -3.7303 -1.3843 -0.1734
C 2.6972 2.5030 3.1869
N -1.8561 2.6268 1.5392
Te 1.2364 0.0636 4.0797
P 0.7880 -0.3223 -3.0255
H 2.1910 -4.1203 -2.2336
*
```

Properties
Relative energy (zero: lowest compared OMol25 entry of this formula, charge and spin): 64.1 kJ/mol
HOMO-LUMO gap: 4.934 eV

Atomic partial charges in e from the Mulliken method, atoms 1 to 6: 0.197, -0.235, 0.533, -0.410, -0.106, 0.570


Entry 5:
Density functional theory data (wB97M-V/def2-TZVPD) for a molecular structure, C47H39Cl3N12O3PSn.

The geometry in ORCA input format:
```
! RIJCOSX wB97M-V def2-TZVPD def2/J DEFGRID3
* xyz 1 1
C -1.7244 -1.9992 -2.0129
H -6.5946 5.2032 1.5350
C -2.7496 -0.0845 -2.1268
C 5.4645 -2.0434 2.4572
O 0.4265 0.2872 -1.9513
N -2.1383 -0.6617 2.6637
N 2.8829 1.0876 -1.5522
C -5.1715 3.6202 1.8158
O 1.0973 -0.0916 2.3590
H 3.0305 1.5557 0.4853
O 1.7974 -1.2477 0.6107
C 2.6039 1.9704 -0.4323
N -3.3628 1.0278 -1.8018
C -1.2830 1.5560 5.4729
C -1.0753 -7.1222 0.5620
H 6.1906 -2.7073 2.0066
C -0.3878 1.2729 6.5059
H -2.4373 -0.0381 -6.8501
N -2.3800 -1.0679 -1.2830
C 4.8228 -0.5597 4.2435
C -0.9481 -5.6969 2.5171
C -0.9858 -4.6121 1.6723
C -5.3071 3.3438 -0.9952
C -2.4267 -0.4430 -3.5238
C -0.3790 4.0501 1.7897
H 3.3292 2.8244 -3.4302
N 1.3634 2.1094 -3.5033
C -3.3234 1.7680 1.5744
H -6.6968 4.9755 -0.9007
N -0.9168 -2.6132 3.0851
H -1.2153 -6.1352 -1.3596
H -0.9455 -7.8417 2.5698
C -1.0873 -4.7680 0.2893
H 2.6005 -0.9570 -5.6183
H 0.5472 -1.8991 5.6755
H 2.8535 0.3085 4.0610
C -0.9865 -6.9655 1.9370
C -4.4865 2.5456 -0.2338
C -2.2475 0.5401 3.2616
N -2.9825 1.5390 2.8137
C 0.0351 -0.9475 5.6249
H 3.5464 -1.9767 -2.9237
H 4.7758 0.4217 -0.9648
C -1.0922 -3.4014 -0.2666
C -0.9170 -3.1582 1.9064
C 1.9879 -0.7658 1.7556
H 4.0153 -0.3222 -4.7629
H 0.1968 2.0362 -5.2727
C 2.4738 -1.7650 -2.9930
H -0.2912 3.2559 -4.0738
H -0.1845 2.0253 7.2563
H 2.5624 2.9687 -5.0240
C -3.4826 1.5192 -0.5892
Cl 0.9428 5.8826 3.1383
C -4.4024 2.6908 1.1523
N -0.2112 3.0690 1.2181
C -2.2232 -0.4694 -5.8812
H 4.4363 0.2592 -2.6911
H 1.5280 2.0665 -0.3002
C 4.2422 -1.8296 1.8419
C -5.9986 4.4427 1.0485
C 5.7539 -1.4051 3.6561
H 3.9822 -2.3040 0.9052
Sn -0.4181 -0.1082 0.3935
N -1.2652 -3.1286 -1.5373
H 2.0883 4.0585 -3.7152
H -0.6661 -3.1766 -4.5204
C 0.2606 0.0493 6.5761
H 2.0004 -2.5620 -3.5728
H 0.9596 -0.1346 7.3816
C -1.4827 0.5790 4.5243
C -1.2240 -2.2512 -4.5760
N -2.7361 1.2089 0.4840
H -0.8724 -5.5625 3.5877
Cl -1.0600 6.4837 1.1037
C -0.8419 -0.6586 4.6079
H -1.1037 -8.1172 0.1391
N 2.2255 -0.4705 -3.6218
C -6.0576 4.3151 -0.3302
C 3.5972 -0.3490 3.6317
H 3.0291 2.9679 -0.5937
C -1.1363 -6.0162 -0.2874
C -1.2595 -1.3868 3.3940
C 2.3922 3.0334 -3.9436
H -3.2929 1.0632 -4.7793
C 2.9275 -0.2327 -4.8684
H 4.8044 1.8521 -2.0076
P 1.6784 0.7373 -2.6279
C -1.7165 -1.6403 -3.4458
H 2.0567 -1.7631 -1.9857
H 2.6971 0.7657 -5.2339
C -0.5832 5.3605 2.3972
H -5.1294 3.7213 2.8899
H -1.8030 2.5014 5.4210
H -5.3500 3.2347 -2.0705
C 3.3056 -0.9832 2.4285
H -0.6127 1.5397 -3.7746
C 0.0957 2.2411 -4.1998
H 5.0549 -0.0643 5.1777
C -2.7080 0.1543 -4.7309
C 4.2953 0.8988 -1.8231
H -1.1124 -2.0950 -6.7129
H 6.7133 -1.5631 4.1321
N -0.8705 -2.5012 0.7096
Cl -1.8459 5.3139 3.6339
C -1.4808 -1.6386 -5.8039
*
```

Properties
HOMO-LUMO gap: 5.348 eV

Atomic partial charges in e from the Mulliken method, atoms 1 to 6: -0.011, 0.423, 0.154, -0.880, 0.291, -0.503